The following is a DFT calculation (wB97M-V/def2-TZVPD) of a structure of composition C9H7NO2S.

Each line ends with the Mulliken charge.
Geometry (Å):
C (-2.939, 0.005, 0.661)  -0.414
C (-2.393, -1.115, -0.005)  -0.551
C (-2.243, 1.172, 0.771)  -0.726
C (-1.156, -1.076, -0.577)  -0.517
C (-0.053, 2.298, 0.144)  -0.343
C (-0.958, 1.254, 0.195)  0.812
C (-0.407, 0.117, -0.494)  0.156
C (3.222, -0.598, 0.578)  0.749
C (2.879, -1.263, -0.658)  -0.333
N (0.803, 0.301, -1.012)  -0.500
O (2.997, 0.176, 1.438)  -0.492
O (4.093, -1.475, 0.162)  -0.391
S (1.326, 1.804, -0.714)  0.059
H (-3.927, -0.078, 1.089)  0.375
H (-2.982, -2.019, -0.055)  0.366
H (-2.657, 2.028, 1.282)  0.379
H (-0.738, -1.926, -1.094)  0.422
H (-0.133, 3.284, 0.553)  0.461
H (3.066, -0.786, -1.608)  0.274
H (2.201, -2.103, -0.658)  0.212

Calculated values
Calculated total energy in Eh: -950.51736
Energy above the lowest of the compared OMol25 structures with the same formula, charge and spin in kcal/mol: 11.8
E_LUMO in eV: -0.22
Frontier orbital gap in eV: 8.4

---

The following is a DFT calculation (wB97M-V/def2-TZVPD) of a cluster of 2 separate species, C5H11N3 in total.

Each line ends with the Mulliken charge.
Geometry (Å):
C (-1.288, -1.166, 0.938)  -0.675
N (-2.100, -0.270, 0.154)  -0.623
C (-0.188, -1.860, 0.138)  -0.272
C (0.687, -2.566, -0.275)  -0.063
H (-1.532, 0.518, -0.167)  0.373
H (-2.488, -0.752, -0.644)  0.261
H (-0.824, -0.595, 1.746)  0.239
H (-1.922, -1.944, 1.376)  0.362
H (1.534, -3.049, -0.666)  0.444
C (0.665, 0.695, -1.833)  -0.736
N (0.653, 1.698, 1.613)  -0.337
C (1.067, 1.354, 0.368)  -0.055
N (0.263, 1.308, -0.611)  -0.500
H (-0.254, 2.130, 1.680)  0.256
H (1.340, 1.979, 2.297)  0.214
H (2.105, 0.995, 0.317)  0.330
H (1.728, 0.438, -1.878)  0.315
H (0.096, -0.302, -1.901)  0.177
H (0.459, 1.388, -2.651)  0.290

Calculated values
Calculated total energy in Eh: -361.29175
Energy above the lowest of the compared OMol25 structures with the same formula, charge and spin in kcal/mol: 61.3
SMILES string: C/N=C/N.C#CCN
E_LUMO in eV: 1.00
Frontier orbital gap in eV: 9.9

---

The following is a DFT calculation (wB97M-V/def2-TZVPD) of a cluster of 2 separate species, C4H6N2O2 in total.

Each line ends with the Mulliken spin population.
Geometry (Å):
C (1.410, -1.121, -0.304)  0.196
C (1.468, -2.137, -3.092)  0.008
C (-0.128, 1.682, 1.644)  0.623
C (-0.874, -0.108, 0.151)  0.798
N (0.355, -0.671, -0.198)  -0.377
N (-0.934, 0.565, 1.396)  2.262
O (1.493, -3.183, -2.587)  0.000
O (1.276, -1.081, -3.529)  -0.004
H (0.124, 1.878, 2.646)  -0.393
H (-0.821, 2.556, 1.235)  0.066
H (-1.215, 0.760, -0.535)  -0.021
H (-1.655, -0.936, -0.053)  -0.222
H (-1.247, 0.078, 2.229)  -0.907
H (0.747, 1.718, 0.996)  -0.029

Calculated values
Calculated total energy in Eh: -415.75459
Energy above the lowest of the compared OMol25 structures with the same formula, charge and spin in kcal/mol: 82.0
Expectation value of S²: 2.0044
Spin multiplicity: 3
E_LUMO (alpha / beta) in eV: 0.53 / -3.66
Frontier orbital gap (alpha / beta) in eV: 4.0 / 8.4

---

The following is a DFT calculation (wB97M-V/def2-TZVPD) of the ion C5H9N4 with charge +1.

Each line ends with the Mulliken charge.
Geometry (Å):
C (0.068, 0.104, 0.122)  0.088
C (-1.312, -0.298, -0.024)  -0.197
C (-1.307, -0.887, -1.456)  -0.588
C (-0.060, -0.296, -2.098)  -0.647
C (0.794, 0.751, 2.491)  -0.823
N (2.165, 0.739, 0.643)  -0.045
N (2.261, 0.646, -0.534)  -0.300
N (0.934, 0.514, 1.119)  0.463
N (0.717, 0.097, -0.969)  0.102
H (-1.597, -1.190, 0.723)  0.285
H (-1.912, 0.646, 0.188)  0.333
H (-1.218, -1.937, -1.386)  0.324
H (-2.240, -0.624, -1.964)  0.338
H (0.569, -1.073, -2.639)  0.315
H (-0.320, 0.427, -2.767)  0.342
H (-0.132, 1.152, 2.822)  0.347
H (0.970, -0.198, 2.984)  0.345
H (1.620, 1.426, 2.747)  0.318

Calculated values
Calculated total energy in Eh: -414.59824
Energy above the lowest of the compared OMol25 structures with the same formula, charge and spin in kcal/mol: 85.1
SMILES string: Cn1nn[n+]2c1CCC2
E_LUMO in eV: -3.64
Net charge: +1
Frontier orbital gap in eV: 11.7

---

The following is a DFT calculation (wB97M-V/def2-TZVPD) of an isolated molecule of C7H14BN3.

Each line ends with the Mulliken charge.
Geometry (Å):
B (0.735, -0.608, -1.262)  0.014
C (-0.957, -1.235, 0.740)  -0.038
C (-0.644, -0.807, -0.665)  -0.720
C (-1.461, 0.101, 0.255)  0.030
C (1.632, -1.853, -1.787)  -0.898
C (1.424, 0.802, -1.621)  -1.014
C (-1.621, 1.843, 2.101)  -1.641
C (-0.883, 1.467, 0.817)  -0.174
N (0.091, -1.431, 1.625)  -0.749
N (2.247, -0.669, 1.289)  -0.618
N (1.157, -0.911, 1.467)  1.072
H (-1.780, -2.002, 0.941)  0.416
H (-1.172, -1.350, -1.358)  0.459
H (-2.645, 0.066, 0.142)  0.322
H (2.684, -1.744, -1.712)  0.367
H (1.534, -1.704, -2.990)  0.237
H (1.298, -2.907, -1.414)  0.203
H (2.268, 1.021, -0.817)  0.315
H (0.870, 1.676, -1.437)  0.336
H (1.849, 0.965, -2.656)  0.321
H (-1.732, 1.179, 2.879)  0.426
H (-2.633, 1.796, 1.776)  0.402
H (-1.399, 2.773, 2.539)  0.405
H (0.113, 1.192, 1.041)  0.324
H (-0.974, 2.342, 0.107)  0.201

Calculated values
Calculated total energy in Eh: -464.08770
Energy above the lowest of the compared OMol25 structures with the same formula, charge and spin in kcal/mol: 10.8
E_LUMO in eV: 0.67
Frontier orbital gap in eV: 9.7

---

Question: What is the energy above the lowest of the compared OMol25 structures with the same formula, charge and spin in the fourth record?
Answer: 85.1 kcal/mol

---

Question: What is the energy above the lowest of the compared OMol25 structures with the same formula, charge and spin in the fourth record?
Answer: 85.1 kcal/mol

---

Question: Which value of energy above the lowest of the compared OMol25 structures with the same formula, charge and spin does entry 5 give?
Answer: 10.8 kcal/mol